1.
C16H6O2 | the ωB97M-V functional and the def2-TZVPD basis

Each line ends with the Löwdin charge.
Atoms and positions in Å:
C 2.0703 -0.5710 -1.3708  0.02
C 1.2131 -1.7299 -1.3292  0.01
C -0.0617 -1.7406 -0.7718  -0.12
C -0.9874 -2.8627 -0.8826  -0.09
O -2.1826 -2.8933 -1.5368  0.07
C -2.2012 -2.8511 -0.1775  -0.14
C -2.4612 -1.7571 0.7257  0.05
C -1.6053 -0.6459 0.8240  -0.15
C -1.8552 0.4514 1.6515  0.00
C -0.9751 1.5631 1.6862  0.00
C 0.1294 1.6642 0.8847  -0.13
C 0.9464 2.8067 0.9165  -0.08
O 2.2505 3.1986 1.1502  0.12
C 1.9144 2.9007 -0.0844  -0.15
C 2.2392 1.8546 -1.0201  0.06
C 1.5528 0.6363 -0.8178  -0.18
C 0.4229 0.5591 0.0065  -0.01
C -0.4041 -0.6335 0.0050  -0.01
H 2.9330 -0.4540 -2.0944  0.13
H 1.4694 -2.6532 -1.8444  0.11
H -3.3460 -1.8504 1.3987  0.12
H -2.7506 0.4577 2.2633  0.12
H -1.3234 2.4518 2.2097  0.12
H 3.0125 2.0986 -1.7921  0.13

Atoms 1-2, force components in eV/Å:
-1.986 -1.809 -1.757
2.762 1.450 -1.455

- LUMO (Eh) = -0.0776
- Kohn-Sham gap (eV) = 5.69
- energy relative to the best compared isomer or geometry (same formula, charge and spin) (eV) = 0.2953
- HOMO (eV) = -7.80
- net charge = 0
- SMILES = c1cc2c3oc3cc3ccc4c5oc5cc1c4c32

2.
C16H7Br4CuN8O3 | the ωB97M-V functional and the def2-TZVPD basis

Each line ends with the Löwdin charge.
Atoms and positions in Å:
Cu -0.4818 0.7171 0.6068  0.42
Br -2.7036 7.2341 -0.9419  0.61
C -2.1700 5.4120 -1.0413  -0.79
C -2.2070 4.7411 -2.2410  -0.79
Br -2.7883 5.6000 -3.8332  0.61
C -1.8094 3.3863 -2.2742  -0.63
Br -1.8255 2.4038 -3.9124  0.68
C -1.3838 2.6853 -1.1519  -0.42
O -1.0182 1.4468 -1.1712  -0.19
C -1.3335 3.4003 0.1307  -0.46
O -0.9302 2.7737 1.1623  -0.14
C -1.7381 4.7443 0.1204  -0.65
Br -1.6525 5.6288 1.8003  0.67
N 0.2515 -1.7584 -3.5203  0.00
C -0.1890 -0.8618 -2.6212  -0.15
N -0.0341 -1.3465 -1.4133  0.15
C 0.5132 -2.5679 -1.6313  -0.33
N 0.7082 -2.8731 -2.9018  0.09
C 0.9076 -3.4642 -0.5284  -0.21
C 2.0836 -4.2048 -0.5956  -0.10
N 2.4936 -4.9693 0.4115  0.06
C 1.7228 -4.9652 1.4940  -0.14
C 0.5370 -4.2428 1.5564  -0.13
N 0.1180 -3.5013 0.5412  0.16
H 0.2704 -1.6896 -4.5204  0.14
H -0.5942 0.1158 -2.8400  0.05
H 2.7012 -4.1625 -1.4844  0.10
H 2.0525 -5.5436 2.3490  0.10
H -0.0665 -4.2519 2.4542  0.08
N 2.2692 0.7615 1.9529  0.16
C 1.4756 -0.2262 2.4788  -0.51
O 0.3192 -0.3859 2.0460  -0.05
C 2.0397 -1.0481 3.5117  -0.22
C 1.3038 -2.1105 4.0738  -0.25
N 0.7348 -2.9977 4.5528  0.10
C 3.3464 -0.8099 3.9789  -0.29
N 4.4185 -0.5659 4.3456  0.08
H 1.7571 1.4870 1.4685  0.09
H 3.0746 1.0534 2.4816  0.08

Atoms 1-2, force components in eV/Å:
0.017 0.074 -0.010
-0.002 0.010 -0.001

- LUMO (Eh) = 0.1498
- Kohn-Sham gap (eV) = 5.53
- energy relative to the best compared isomer or geometry (same formula, charge and spin) (eV) = 0.0000
- HOMO (eV) = -1.45
- net charge = -2

3.
C16H9AuIN5O6 | the ωB97M-V functional and the def2-TZVPD basis

Each line ends with the Löwdin charge.
Atoms and positions in Å:
Au -0.5051 -0.4059 -0.9978  1.29
O -0.9963 -0.1234 5.0821  0.11
C -0.9230 -0.2322 3.7431  -0.26
C -0.8244 -1.4613 3.0965  0.09
C -0.7600 -1.4778 1.7302  -0.14
N -0.7989 -0.3306 1.0482  0.06
C -0.8699 0.8713 1.6470  -0.13
C -0.9367 0.9502 3.0098  0.10
C -0.8313 2.0873 0.7414  -0.57
O -0.9021 3.1918 1.2421  0.09
O -0.7104 1.7952 -0.5253  -0.13
C -0.6037 -2.7462 0.9087  -0.59
O -0.5896 -3.8090 1.5024  0.08
O -0.4848 -2.5354 -0.3637  -0.13
H -1.0075 -0.9922 5.4884  0.12
H -0.7940 -2.4033 3.6316  0.14
H -0.9969 1.9194 3.4892  0.15
N -1.9821 2.1457 -3.3803  0.24
C -1.6629 0.9433 -2.9350  -0.54
O -0.5249 0.4158 -3.0859  -0.03
C -2.6760 0.1603 -2.1918  -0.25
C -3.5948 0.8226 -1.3124  -0.23
N -4.3237 1.3586 -0.5944  0.17
C -2.9640 -1.1729 -2.6330  -0.23
N -3.2138 -2.2400 -3.0003  0.17
H -1.2433 2.7433 -3.7069  0.14
H -2.8627 2.5656 -3.1312  0.13
I 4.7463 2.8356 -0.6747  0.91
C 3.8739 0.9506 -0.7449  -0.72
C 4.6497 -0.1978 -0.7227  -0.12
C 4.0190 -1.4321 -0.7641  -0.04
C 2.6394 -1.4794 -0.8275  -0.11
N 1.8969 -0.3648 -0.8521  0.00
C 2.4946 0.8378 -0.8117  -0.19
H 5.7292 -0.1309 -0.6748  0.10
H 4.5950 -2.3499 -0.7445  0.11
H 2.0934 -2.4192 -0.8517  0.11
H 1.8455 1.7100 -0.8341  0.09

Atoms 1-2, force components in eV/Å:
-0.582 1.633 0.623
0.010 0.207 -0.315

- LUMO (alpha / beta) (Eh) = -0.1261 / -0.1261
- Kohn-Sham gap (alpha / beta) (eV) = 5.01 / 5.02
- energy relative to the best compared isomer or geometry (same formula, charge and spin) (eV) = 1.1684
- HOMO (alpha / beta) (eV) = -8.45 / -8.45
- net charge = 0

4.
C16H9Br2FMnNO3 | the ωB97M-V functional and the def2-TZVPD basis

Each line ends with the Löwdin spin population.
Atoms and positions in Å:
Mn -0.9560 -0.0909 0.7146  1.93
Br 1.9873 -4.0173 -0.6388  0.08
C 0.7117 -3.1282 -1.6381  0.18
C 0.4340 -3.4979 -2.9487  -0.02
C -0.5173 -2.8374 -3.7027  0.21
Br -0.8319 -3.3983 -5.4496  0.09
C -1.2649 -1.7331 -3.1620  0.02
C -2.2509 -0.9940 -3.8376  0.02
C -2.8819 0.0404 -3.1884  0.00
C -2.5365 0.3432 -1.8709  0.02
N -1.6112 -0.3476 -1.2182  0.01
C -0.9852 -1.3629 -1.8475  0.06
C 0.0080 -2.0394 -1.0384  0.10
O 0.1897 -1.6337 0.1353  0.23
H 0.9773 -4.3229 -3.3883  0.00
H -2.5067 -1.2401 -4.8591  0.00
H -3.6434 0.6246 -3.6840  0.00
H -3.0083 1.1485 -1.3231  0.00
F -0.6762 -0.4197 2.3783  0.11
O 0.0047 1.5205 0.5626  -0.04
C -1.0594 2.1806 0.8792  0.01
O -2.0909 1.4343 0.9813  -0.01
C -1.0565 3.6170 1.0875  0.00
C -2.2482 4.2611 1.4224  0.00
C -2.2429 5.6275 1.6304  0.00
C -1.0559 6.3402 1.5079  0.00
C 0.1309 5.6959 1.1781  0.00
C 0.1364 4.3300 0.9661  0.00
H -3.1575 3.6846 1.5270  0.00
H -3.1582 6.1388 1.8944  0.00
H -1.0551 7.4090 1.6761  0.00
H 1.0488 6.2605 1.0920  0.00
H 1.0494 3.8078 0.7155  0.00

Atoms 1-2, force components in eV/Å:
-0.131 -0.532 0.288
-0.039 0.026 -0.028

- multiplicity = 4
- LUMO (alpha / beta) (Eh) = -0.1755 / -0.2404
- Kohn-Sham gap (alpha / beta) (eV) = 7.60 / 5.83
- ⟨S²⟩ = 3.841
- HOMO (alpha / beta) (eV) = -12.37 / -12.37
- net charge = +1

5.
C16H9BrClNO4RhS5 | the ωB97M-V functional and the def2-TZVPD basis

Each line ends with the Löwdin spin population.
Atoms and positions in Å:
Rh 9.7129 8.9387 11.2541  2.50
Cl 14.3636 9.1938 17.0962  0.00
C 13.0600 9.1643 15.9752  0.00
C 11.7245 9.1957 16.4609  0.00
C 10.6602 9.2859 15.5841  0.00
C 10.8941 9.4545 14.1755  0.01
O 9.9149 9.6512 13.4016  0.06
C 12.2553 9.2918 13.7228  0.00
C 12.6520 9.2278 12.3439  0.01
O 12.0075 9.3758 11.3112  0.05
C 13.2954 9.1387 14.6426  0.00
H 11.5517 9.1517 17.5162  0.00
H 9.6625 9.3935 15.9173  0.00
H 13.7162 9.0146 12.1914  0.00
H 14.3256 9.0786 14.2954  0.00
S 4.7094 9.2923 5.7075  0.07
C 5.8675 9.0989 6.8673  0.01
S 5.5244 9.3876 8.4949  0.00
C 7.1556 9.0858 9.1569  0.15
C 8.0801 8.8984 8.1912  0.14
S 9.7001 8.7488 8.6400  0.41
S 7.5754 8.7783 6.5086  0.00
S 7.3298 9.1713 10.8243  0.38
Br 9.9223 16.1032 10.9009  0.00
C 10.0346 14.2675 10.8275  0.00
C 9.3255 13.6186 9.8382  0.00
C 9.3578 12.2195 9.8946  0.01
N 10.0062 11.5543 10.8474  0.05
C 10.6243 12.1913 11.8100  0.00
C 10.6846 13.5674 11.8169  0.00
H 8.8591 14.0905 8.9811  0.00
H 8.7943 11.6811 9.1091  0.00
H 11.1210 11.5797 12.5546  0.00
H 11.2231 14.1123 12.5870  0.00
O 11.5251 6.5972 12.0310  0.01
C 10.3908 6.1029 11.9728  0.01
O 9.3158 6.7183 11.6404  0.11
H 10.2594 5.0812 12.2532  0.00

Atoms 1-2, force components in eV/Å:
0.267 -0.233 -0.165
0.550 -0.120 0.528

- multiplicity = 5
- LUMO (alpha / beta) (Eh) = 0.0704 / 0.0205
- Kohn-Sham gap (alpha / beta) (eV) = 6.99 / 5.80
- energy relative to the best compared isomer or geometry (same formula, charge and spin) (eV) = 0.2791
- ⟨S²⟩ = 6.024
- HOMO (alpha / beta) (eV) = -5.08 / -5.24
- net charge = -1

6.
C16H9F5N4OOsS2Se | the ωB97M-V functional and the def2-TZVPD basis

Each line ends with the Löwdin charge.
Atoms and positions in Å:
Os -0.5094 -1.5441 0.0642  1.22
Se -5.7895 0.6428 -4.8724  1.27
N -4.0338 0.4498 -4.9727  -0.20
C -3.6130 0.1238 -3.7783  -0.33
C -2.2085 -0.1042 -3.4563  -0.05
C -1.1478 0.1018 -4.3478  0.08
C 0.1481 -0.0949 -3.9148  0.02
C 0.3807 -0.5222 -2.6159  -0.06
N -0.6286 -0.7399 -1.7643  -0.09
C -1.9097 -0.5104 -2.1670  -0.12
C -2.9366 -0.6372 -1.1444  -0.13
N -2.4907 -0.9728 0.0971  -0.06
C -3.3384 -0.9536 1.1315  -0.05
C -4.6767 -0.6355 0.9565  0.02
C -5.1489 -0.3435 -0.3080  0.09
C -4.2617 -0.3335 -1.3948  -0.05
C -4.6249 0.0159 -2.7625  -0.33
N -5.8512 0.2570 -3.1469  -0.20
H -1.3594 0.4255 -5.3591  0.14
H 0.9906 0.0758 -4.5695  0.14
H 1.3780 -0.6987 -2.2372  0.13
H -2.9300 -1.2040 2.1018  0.13
H -5.3328 -0.6203 1.8149  0.14
H -6.1913 -0.1010 -0.4735  0.14
F -0.2573 -1.0058 2.5808  0.06
C 0.4306 -0.4753 1.5163  -0.50
F 1.7218 -0.7467 1.6793  0.11
C 0.2450 1.0621 1.4286  -0.61
F -1.0371 1.3602 1.6622  0.17
F 0.5476 1.4516 0.1892  0.16
F 1.0137 1.6894 2.2877  0.23
C 1.0197 -5.0805 3.2384  0.01
O 1.2028 -4.1692 2.1023  -0.15
C 0.4566 -4.3237 1.0642  -1.25
S -0.7685 -5.2980 0.6941  0.84
S 0.8398 -3.1996 -0.3175  0.74
H 1.5536 -4.6120 4.0556  0.11
H 1.4607 -6.0387 2.9754  0.11
H -0.0404 -5.1815 3.4533  0.09

Atoms 1-2, force components in eV/Å:
-0.245 -0.389 0.451
-0.031 0.008 -0.031

- LUMO (alpha / beta) (Eh) = -0.3462 / -0.3430
- Kohn-Sham gap (alpha / beta) (eV) = 5.71 / 5.81
- energy relative to the best compared isomer or geometry (same formula, charge and spin) (eV) = 0.9775
- HOMO (alpha / beta) (eV) = -15.13 / -15.15
- net charge = +2

Number 1: E -763.367464 Ha, molecular weight 230.22 g/mol. Number 2: E -13214.372667 Ha, molecular weight 742.45 g/mol. Number 3: E -1773.636631 Ha, molecular weight 691.15 g/mol. Number 4: E -7294.300048 Ha, molecular weight 497.00 g/mol. Number 5: E -6106.595779 Ha, molecular weight 657.85 g/mol. Number 6: E -4696.578703 Ha, molecular weight 701.59 g/mol.